[1]
53
Properties=species:S:1:pos:R:3:forces:R:3:nbo_charge:R:1 method="wB97M-V/def2-TZVPD" spin_multiplicity=2 homo_ev="-2.77 / -10.51" orbital_gap_ev="3.3 / 11.1"
K 0.457142 3.286727 -2.345167 -0.2 -0.3 0.2 0.04
C 3.456242 0.152677 -2.600437 -0.7 0.3 1.1 -0.65
C 2.831872 -0.611213 -1.406507 0.3 1.2 0.6 -0.06
O 1.748482 -1.458483 -1.660967 -1.2 -1.6 -1.7 -0.84
P 0.181672 -1.048843 -1.877307 1.2 -0.1 0.1 2.55
O -0.034818 0.436327 -2.026857 0.1 -3.0 0.3 -1.09
O -0.351808 -1.802213 -0.520677 -0.4 3.1 -2.1 -0.79
C -0.197048 -3.144433 -0.340237 0.6 -3.8 2.2 -0.06
C 0.907832 -3.595793 0.730993 0.1 0.7 -1.6 -0.64
O -0.383898 -2.055413 -3.056557 0.1 1.8 3.1 -0.81
C 0.200672 -2.201613 -4.346307 0.1 -0.5 0.5 -0.06
C 0.917952 -3.556123 -4.350977 -0.1 -0.4 -1.2 -0.65
H 3.548002 1.126267 -2.118997 0.6 0.4 -0.7 0.23
H 4.419982 -0.236063 -2.929357 -0.1 0.0 0.3 0.22
H 2.836512 0.295547 -3.485667 -0.3 -0.2 0.3 0.22
H 3.665202 -1.033163 -0.844707 -0.1 -1.5 -0.5 0.19
H 2.447882 -0.048903 -0.555357 0.1 1.5 -0.5 0.18
H -1.053428 -3.498503 0.233653 -0.6 0.3 -0.3 0.18
H -0.223228 -3.765733 -1.235447 0.4 0.4 -0.3 0.19
H 1.961252 -3.602343 0.451083 0.1 1.0 -0.5 0.21
H 0.724482 -2.915503 1.562673 0.3 -0.6 0.4 0.21
H 0.861232 -4.663583 0.944913 -1.1 0.1 0.4 0.22
H -0.669628 -2.205853 -5.002557 0.3 0.2 -0.3 0.20
H 0.829602 -1.326383 -4.509177 0.1 -0.2 -0.5 0.19
H 1.989672 -3.496243 -4.540557 0.0 0.1 0.5 0.22
H 0.661452 -4.188763 -3.501227 0.3 0.5 0.4 0.23
H 0.546732 -4.184183 -5.160807 -0.1 0.2 -0.4 0.21
C -0.131238 3.520107 4.802753 0.7 0.0 0.8 -0.62
C -1.189668 2.806697 4.043453 0.0 -0.3 -0.4 -0.06
O -0.758588 2.879147 2.674563 -0.9 -0.9 -2.7 -0.82
P -1.356858 1.938687 1.434123 0.1 0.0 1.7 2.57
O -0.937948 2.284267 0.058573 0.2 0.1 1.4 -1.12
O -1.037288 0.391607 1.880183 -1.3 2.5 0.3 -0.82
C 0.208252 -0.208803 2.217543 2.0 0.5 -1.0 -0.06
C 1.469432 0.746677 2.230543 -0.7 1.1 -0.5 -0.69
O -2.940998 2.072767 1.683553 0.9 0.5 0.4 -0.82
C -3.871618 1.720917 0.654923 1.8 -1.9 -1.8 -0.06
C -4.010128 2.610757 -0.563297 -1.2 1.0 0.8 -0.64
H -0.331458 3.510937 5.874163 -0.2 0.0 0.1 0.21
H 0.819912 3.002257 4.679313 0.1 0.2 -0.1 0.21
H -0.052098 4.559687 4.484763 0.1 -0.1 -0.1 0.22
H -1.255018 1.747287 4.291373 -0.2 0.0 0.4 0.18
H -2.130998 3.327237 4.219623 -0.3 -0.3 -0.5 0.19
H 0.148002 -0.737803 3.168663 -0.4 0.0 -0.1 0.18
H 0.259592 -0.883943 1.363343 0.8 -0.4 0.6 0.21
H 1.393702 1.615857 2.883913 -0.5 -0.3 0.6 0.22
H 2.489362 0.403177 2.403333 -0.4 -1.1 0.2 0.23
H 1.570432 1.285217 1.288263 -0.3 -0.3 -0.5 0.22
H -3.440778 0.834507 0.189363 -0.4 -0.8 0.5 0.17
H -4.838938 1.492357 1.102323 0.3 0.2 0.1 0.20
H -4.569528 2.033067 -1.299117 -0.5 0.1 0.2 0.22
H -4.617098 3.404337 -0.127487 -0.1 0.7 -1.1 0.20
H -3.168478 2.984787 -1.146227 0.4 -0.1 0.9 0.24

=====

[2]
52
Properties=species:S:1:pos:R:3:forces:R:3:nbo_charge:R:1 method="wB97M-V/def2-TZVPD" spin_multiplicity=1 homo_ev=-9.82 smiles=CC#N.CC#N.OCCO.OCCO.OCCO.OCCO orbital_gap_ev=10.2
C 3.731100 -2.561868 1.477125 -0.9 -1.6 1.2 -0.71
C 3.586967 -2.647125 2.965930 0.4 0.6 -2.2 0.32
N 3.451256 -2.604118 4.095661 -0.2 -0.2 1.2 -0.38
H 4.740282 -2.358948 1.167863 0.3 0.4 0.0 0.25
H 2.959882 -1.898184 1.118054 0.1 0.4 -0.2 0.27
H 3.460421 -3.560852 1.091967 0.2 0.4 0.0 0.25
C -0.229454 -1.308463 -0.772262 0.6 0.1 -0.7 -0.73
C 0.021856 0.065888 -0.366469 -0.1 0.5 0.1 0.37
N 0.167893 1.174595 -0.093461 0.1 -0.4 0.0 -0.43
H 0.723750 -1.813126 -0.956345 -0.1 0.1 0.1 0.27
H -0.798088 -1.268905 -1.705831 0.1 -0.1 0.2 0.27
H -0.787879 -1.838001 -0.024818 -0.2 -0.2 0.3 0.26
C -3.095646 1.267505 -1.034641 -0.7 0.4 -0.1 -0.09
C -4.108426 1.048380 0.063919 0.1 0.0 -0.5 -0.09
O -5.126525 0.236890 -0.550386 -0.3 -0.5 1.1 -0.74
O -2.756236 -0.015340 -1.491358 0.9 -0.1 -0.6 -0.74
H -2.208577 1.753384 -0.680176 0.5 0.2 0.3 0.20
H -3.524630 1.916087 -1.822283 0.0 -0.4 0.1 0.16
H -4.519651 1.977166 0.448437 -0.1 0.1 0.1 0.18
H -3.619340 0.472614 0.845991 0.0 0.1 0.3 0.17
H -5.290890 -0.482607 0.086623 -0.2 0.5 -0.6 0.48
H -3.587399 -0.476049 -1.614492 -0.4 -0.1 -0.1 0.48
C -0.388324 -2.397396 4.221175 1.1 -0.7 -1.2 -0.10
C -0.381251 -2.168749 2.690790 -0.4 -0.1 0.3 -0.09
O 0.604916 -2.991664 2.085200 0.3 0.7 -0.3 -0.75
O -0.224352 -3.816718 4.433512 0.5 0.7 0.4 -0.73
H -1.239816 -2.024134 4.718622 -1.4 0.1 0.3 0.18
H 0.431294 -1.870923 4.688432 0.5 0.1 -0.1 0.18
H -0.185738 -1.109341 2.465903 0.2 -0.4 0.0 0.19
H -1.345070 -2.429637 2.224950 -0.1 0.1 0.4 0.15
H 0.563538 -3.848807 2.522644 -0.2 0.0 0.1 0.48
H 0.713926 -3.875311 4.676141 -0.4 -0.4 0.1 0.48
C 0.780427 -1.168222 -4.980587 1.6 -1.3 0.3 -0.10
C 1.480724 -2.281516 -4.204088 1.2 0.1 0.4 -0.08
O 2.318538 -1.792844 -3.145904 -0.5 0.4 -0.1 -0.74
O 1.852652 -0.292993 -5.355690 -0.7 0.2 -0.6 -0.74
H 0.128078 -0.689729 -4.296653 -0.9 0.7 0.5 0.17
H 0.215169 -1.649069 -5.786839 0.2 0.5 -0.3 0.18
H 2.108949 -2.947161 -4.786842 0.1 0.3 -0.9 0.17
H 0.819744 -2.962842 -3.737217 -1.3 -0.4 0.5 0.18
H 2.715142 -0.978005 -3.476649 0.1 0.0 0.0 0.48
H 1.506471 0.506289 -5.782762 0.1 -0.4 0.2 0.48
C 0.467672 6.211490 1.291851 -0.1 -0.3 0.4 -0.08
C 0.631168 4.715882 1.132348 1.3 -0.6 -0.2 -0.08
O -0.221046 4.219116 0.117734 -0.4 0.1 -0.5 -0.77
O 0.779952 6.853352 0.088852 -0.2 0.6 -0.5 -0.72
H 1.114212 6.675078 2.065700 -0.2 -0.7 -0.3 0.18
H -0.557756 6.371547 1.597034 -0.5 0.4 0.1 0.16
H 0.412718 4.171741 2.045572 0.2 0.1 0.5 0.16
H 1.692047 4.567936 0.832448 -0.4 -0.2 0.3 0.16
H -0.056524 3.270309 -0.059894 0.2 0.6 0.4 0.51
H 0.071861 6.653386 -0.534838 0.2 -0.1 0.0 0.47

=====

[3]
47
Properties=species:S:1:pos:R:3:forces:R:3:nbo_charge:R:1 method="wB97M-V/def2-TZVPD" spin_multiplicity=1 homo_ev=-5.99 orbital_gap_ev=6.1
C 2.605977 -2.860417 2.007359 0.2 0.0 0.0 -0.61
C 1.265938 -2.449563 2.610787 -0.1 -0.2 -0.1 -0.41
C 1.340591 -2.245051 4.118693 0.1 -0.1 0.1 -0.21
N 2.072848 -1.034882 4.426057 0.3 0.1 -0.1 -0.52
N 1.201267 0.115167 4.360823 0.0 -0.1 0.0 -0.97
P 1.914981 1.394101 3.716919 0.0 0.0 0.0 1.16
S 2.634516 1.497094 1.843083 0.1 0.1 -0.1 -0.84
H 2.655952 -2.725056 0.920341 -0.1 0.0 0.1 0.19
H 3.398022 -2.247395 2.448173 -0.1 -0.1 -0.1 0.23
H 2.823187 -3.916911 2.200054 0.0 0.1 0.1 0.19
H 0.950442 -1.491370 2.194361 -0.1 0.0 -0.1 0.20
H 0.499208 -3.205776 2.390828 0.0 0.2 -0.1 0.18
H 0.323406 -2.209256 4.542689 0.1 0.0 0.0 0.17
H 1.881039 -3.088419 4.571834 -0.1 0.1 0.0 0.18
H 2.478001 -1.090727 5.352613 -0.2 0.0 0.1 0.34
H 0.922335 2.363974 3.923167 0.0 0.0 0.0 -0.08
H 2.966440 1.937169 4.503220 0.0 -0.1 0.0 -0.11
C -3.076302 0.524217 -4.127952 0.0 0.0 0.0 -0.62
C -1.598200 0.833726 -4.343824 0.0 0.0 0.0 -0.41
C -0.659264 -0.188362 -3.704131 0.1 0.0 0.0 -0.43
C -0.686860 -0.379123 -2.190930 0.0 0.0 0.0 -0.21
N -0.299674 0.796241 -1.324261 0.0 -0.1 0.0 -0.22
C -1.450428 1.754519 -1.125646 0.0 0.0 0.0 -0.21
C -2.244548 1.169656 0.023009 0.0 0.0 0.0 -0.42
C -1.151056 0.704781 0.989905 0.0 0.0 -0.1 -0.43
C 0.026627 0.309730 0.097220 -0.1 0.2 0.0 -0.27
C 0.897782 1.493401 -1.871260 0.0 0.0 0.0 -0.41
H -3.323567 0.376748 -3.074096 0.0 0.0 0.0 0.19
H -3.708258 1.331423 -4.498283 0.0 0.0 0.0 0.22
H -3.360345 -0.387170 -4.656864 0.0 0.0 0.0 0.22
H -1.366423 1.846261 -4.004137 0.0 0.0 0.0 0.19
H -1.389030 0.837470 -5.415602 0.0 0.0 0.0 0.22
H 0.367888 -0.000420 -4.023580 0.0 0.0 0.0 0.22
H -0.909109 -1.177110 -4.101927 0.0 0.0 0.0 0.23
H 0.026106 -1.163296 -1.939028 0.0 0.0 0.0 0.23
H -1.665603 -0.706284 -1.840821 0.0 0.0 0.0 0.22
H -1.010303 2.711002 -0.842275 0.0 0.0 0.0 0.22
H -1.995022 1.868804 -2.056410 0.0 0.0 0.0 0.23
H -2.861113 0.335101 -0.318578 0.0 0.0 0.0 0.20
H -2.912439 1.911856 0.456804 0.0 0.0 0.0 0.24
H -1.467980 -0.116572 1.625084 0.0 0.0 0.0 0.25
H -0.835789 1.516517 1.647631 0.0 0.0 0.0 0.24
H 0.216963 -0.759428 0.064880 0.0 0.0 0.0 0.22
H 0.936874 0.840254 0.393948 0.0 -0.3 0.3 0.30
H 0.656195 1.950801 -2.827917 0.0 0.0 0.0 0.21
H 1.703663 0.771256 -1.988405 0.0 0.0 0.0 0.23
H 1.205066 2.251317 -1.153556 0.0 0.0 0.0 0.25

=====

Repeat the third record exactly.
47
Properties=species:S:1:pos:R:3:forces:R:3:nbo_charge:R:1 method="wB97M-V/def2-TZVPD" spin_multiplicity=1 homo_ev=-5.99 orbital_gap_ev=6.1
C 2.605977 -2.860417 2.007359 0.2 0.0 0.0 -0.61
C 1.265938 -2.449563 2.610787 -0.1 -0.2 -0.1 -0.41
C 1.340591 -2.245051 4.118693 0.1 -0.1 0.1 -0.21
N 2.072848 -1.034882 4.426057 0.3 0.1 -0.1 -0.52
N 1.201267 0.115167 4.360823 0.0 -0.1 0.0 -0.97
P 1.914981 1.394101 3.716919 0.0 0.0 0.0 1.16
S 2.634516 1.497094 1.843083 0.1 0.1 -0.1 -0.84
H 2.655952 -2.725056 0.920341 -0.1 0.0 0.1 0.19
H 3.398022 -2.247395 2.448173 -0.1 -0.1 -0.1 0.23
H 2.823187 -3.916911 2.200054 0.0 0.1 0.1 0.19
H 0.950442 -1.491370 2.194361 -0.1 0.0 -0.1 0.20
H 0.499208 -3.205776 2.390828 0.0 0.2 -0.1 0.18
H 0.323406 -2.209256 4.542689 0.1 0.0 0.0 0.17
H 1.881039 -3.088419 4.571834 -0.1 0.1 0.0 0.18
H 2.478001 -1.090727 5.352613 -0.2 0.0 0.1 0.34
H 0.922335 2.363974 3.923167 0.0 0.0 0.0 -0.08
H 2.966440 1.937169 4.503220 0.0 -0.1 0.0 -0.11
C -3.076302 0.524217 -4.127952 0.0 0.0 0.0 -0.62
C -1.598200 0.833726 -4.343824 0.0 0.0 0.0 -0.41
C -0.659264 -0.188362 -3.704131 0.1 0.0 0.0 -0.43
C -0.686860 -0.379123 -2.190930 0.0 0.0 0.0 -0.21
N -0.299674 0.796241 -1.324261 0.0 -0.1 0.0 -0.22
C -1.450428 1.754519 -1.125646 0.0 0.0 0.0 -0.21
C -2.244548 1.169656 0.023009 0.0 0.0 0.0 -0.42
C -1.151056 0.704781 0.989905 0.0 0.0 -0.1 -0.43
C 0.026627 0.309730 0.097220 -0.1 0.2 0.0 -0.27
C 0.897782 1.493401 -1.871260 0.0 0.0 0.0 -0.41
H -3.323567 0.376748 -3.074096 0.0 0.0 0.0 0.19
H -3.708258 1.331423 -4.498283 0.0 0.0 0.0 0.22
H -3.360345 -0.387170 -4.656864 0.0 0.0 0.0 0.22
H -1.366423 1.846261 -4.004137 0.0 0.0 0.0 0.19
H -1.389030 0.837470 -5.415602 0.0 0.0 0.0 0.22
H 0.367888 -0.000420 -4.023580 0.0 0.0 0.0 0.22
H -0.909109 -1.177110 -4.101927 0.0 0.0 0.0 0.23
H 0.026106 -1.163296 -1.939028 0.0 0.0 0.0 0.23
H -1.665603 -0.706284 -1.840821 0.0 0.0 0.0 0.22
H -1.010303 2.711002 -0.842275 0.0 0.0 0.0 0.22
H -1.995022 1.868804 -2.056410 0.0 0.0 0.0 0.23
H -2.861113 0.335101 -0.318578 0.0 0.0 0.0 0.20
H -2.912439 1.911856 0.456804 0.0 0.0 0.0 0.24
H -1.467980 -0.116572 1.625084 0.0 0.0 0.0 0.25
H -0.835789 1.516517 1.647631 0.0 0.0 0.0 0.24
H 0.216963 -0.759428 0.064880 0.0 0.0 0.0 0.22
H 0.936874 0.840254 0.393948 0.0 -0.3 0.3 0.30
H 0.656195 1.950801 -2.827917 0.0 0.0 0.0 0.21
H 1.703663 0.771256 -1.988405 0.0 0.0 0.0 0.23
H 1.205066 2.251317 -1.153556 0.0 0.0 0.0 0.25